Record 1
{
  "formula": "C30H38N2O6",
  "method": "ωB97M-V/def2-TZVPD",
  "smiles": "COc1cc(O)c([C@@H](CCN2CCN(c3ccccc3)CC2)c2cc(OC)c(OC)c(OC)c2)c(OC)c1",
  "homo_lumo_gap_ev": 8.246,
  "e_above_lowest_kj_mol": 0.00,
  "symbols": ["C", "O", "C", "C", "C", "O", "C", "C", "C", "C", "N", "C", "C", "N", "C", "C", "C", "C", "C", "C", "C", "C", "C", "C", "C", "O", "C", "C", "O", "C", "C", "O", "C", "C", "C", "O", "C", "C", "H", "H", "H", "H", "H", "H", "H", "H", "H", "H", "H", "H", "H", "H", "H", "H", "H", "H", "H", "H", "H", "H", "H", "H", "H", "H", "H", "H", "H", "H", "H", "H", "H", "H", "H", "H", "H", "H"],
  "positions_angstrom": [[0.79848, 3.80703, -5.89024], [1.72998, 2.90383, -5.34724], [1.38538, 2.22477, -4.21582], [0.17530, 2.34835, -3.55824], [-0.05775, 1.61117, -2.39809], [-1.27912, 1.76181, -1.82284], [0.92305, 0.77458, -1.86864], [0.65681, 0.04725, -0.56710], [-0.09327, -1.26598, -0.84994], [-1.17066, -1.49941, 0.21146], [-2.15879, -0.42552, 0.11379], [-3.31351, -0.75653, -0.70521], [-4.32783, -1.67608, -0.00621], [-4.73331, -1.07209, 1.24411], [-5.94754, -1.42889, 1.82382], [-6.71679, -2.49981, 1.36333], [-7.94702, -2.78251, 1.92777], [-8.44173, -2.01590, 2.96680], [-7.68943, -0.94932, 3.43155], [-6.46540, -0.65512, 2.86823], [-3.59138, -0.82145, 2.10113], [-2.61627, 0.11484, 1.38208], [1.90012, -0.05805, 0.28804], [2.32292, -1.22402, 0.90259], [3.46116, -1.22594, 1.69701], [3.94321, -2.32604, 2.34785], [3.29949, -3.55724, 2.15007], [4.20773, -0.05209, 1.88702], [5.33906, -0.18724, 2.64950], [5.71318, 0.87136, 3.50211], [3.77798, 1.12618, 1.26175], [4.54801, 2.25025, 1.43400], [4.13996, 3.44354, 0.81474], [2.61873, 1.11066, 0.49926], [2.11561, 0.60331, -2.58674], [2.98763, -0.31653, -2.08837], [4.27572, -0.40095, -2.64270], [2.34850, 1.33593, -3.73846], [0.55475, 4.60613, -5.18294], [1.27998, 4.23607, -6.76776], [-0.12255, 3.29945, -6.19406], [-0.61469, 2.99198, -3.90541], [-1.42948, 1.08318, -1.14000], [-0.02712, 0.68167, 0.01435], [-0.57837, -1.19068, -1.82575], [0.59646, -2.10568, -0.90344], [-1.62144, -2.49038, 0.07508], [-0.70835, -1.47355, 1.20073], [-3.81493, 0.18239, -0.95751], [-2.97166, -1.22508, -1.62983], [-3.88604, -2.67558, 0.15012], [-5.19841, -1.77792, -0.65511], [-6.35334, -3.13315, 0.56884], [-8.51856, -3.62040, 1.55460], [-9.40027, -2.24319, 3.40777], [-8.06497, -0.33343, 4.23610], [-5.91132, 0.19860, 3.22873], [-3.07645, -1.76937, 2.33901], [-3.91572, -0.37177, 3.03763], [-3.12623, 1.05963, 1.16922], [-1.75291, 0.31984, 2.01889], [1.77051, -2.13768, 0.77198], [3.87506, -4.28363, 2.72222], [2.26885, -3.54337, 2.52321], [3.29814, -3.84980, 1.09446], [6.20435, 1.68037, 2.95634], [6.41264, 0.43574, 4.21595], [4.85147, 1.27619, 4.04054], [4.90042, 4.17962, 1.07309], [3.16837, 3.78313, 1.18845], [4.09272, 3.33960, -0.27414], [2.27500, 2.01251, 0.01900], [4.25024, -0.77498, -3.67179], [4.81723, -1.10635, -2.01392], [4.78734, 0.56606, -2.62119], [3.26032, 1.24039, -4.30248]],
  "forces_ev_per_angstrom": [[-0.152, 0.136, -0.078], [0.144, -0.256, 0.225], [-0.073, -0.125, 0.207], [-0.131, 0.232, -0.225], [0.462, -0.159, -0.107], [0.051, 0.045, -0.007], [-0.173, -0.013, 0.320], [-0.006, -0.117, -0.415], [-0.124, 0.075, 0.393], [0.235, -0.132, -0.291], [0.022, 0.184, -0.046], [-0.252, -0.235, -0.067], [0.121, 0.132, -0.159], [0.215, 0.164, -0.259], [-0.368, -0.076, 0.109], [0.254, 0.005, -0.097], [-0.159, 0.003, 0.103], [-0.132, -0.094, -0.010], [0.011, -0.010, 0.062], [0.087, -0.011, 0.050], [0.238, 0.226, 0.016], [-0.115, -0.072, 0.339], [0.112, 0.161, 0.469], [-0.122, -0.082, -0.005], [0.291, 0.151, 0.209], [0.077, 0.442, -0.088], [-0.133, -0.187, -0.031], [0.133, -0.188, 0.196], [-0.246, -0.058, -0.522], [0.238, 0.271, 0.269], [0.069, 0.014, 0.079], [-0.014, -0.631, 0.104], [-0.076, 0.229, -0.127], [-0.031, 0.069, 0.078], [-0.154, 0.204, -0.216], [-0.450, 0.139, -0.153], [0.253, -0.042, -0.106], [0.311, -0.061, -0.082], [-0.004, -0.035, -0.023], [-0.076, -0.002, 0.053], [0.025, 0.024, 0.022], [-0.081, 0.101, -0.089], [-0.086, -0.122, 0.148], [0.087, -0.061, -0.103], [-0.001, -0.041, -0.003], [0.052, -0.092, -0.078], [-0.002, 0.039, 0.127], [-0.048, -0.042, 0.043], [-0.044, -0.072, -0.079], [-0.014, 0.040, -0.046], [-0.090, 0.003, -0.035], [0.048, -0.055, 0.009], [0.063, -0.025, -0.066], [-0.036, -0.056, -0.029], [-0.081, -0.016, 0.029], [-0.021, 0.056, 0.050], [0.042, 0.085, -0.008], [-0.039, 0.044, 0.064], [0.041, -0.040, -0.026], [-0.001, 0.000, 0.109], [-0.007, 0.024, -0.030], [-0.054, -0.151, -0.032], [-0.073, 0.011, -0.052], [0.040, 0.002, -0.038], [-0.017, 0.017, 0.035], [-0.057, -0.105, 0.115], [-0.055, 0.046, 0.007], [0.008, -0.016, -0.022], [-0.080, -0.010, -0.047], [0.030, -0.028, -0.033], [-0.019, 0.001, 0.040], [0.009, 0.132, -0.064], [0.001, 0.036, 0.042], [0.013, 0.038, -0.069], [-0.031, -0.014, -0.004], [0.140, -0.048, -0.056]]
}

Record 2
{
  "formula": "C16H16Cl5IrOP2",
  "method": "ωB97M-V/def2-TZVPD",
  "multiplicity": 2,
  "homo_lumo_gap_ev": [4.953, 4.835],
  "total_charge": 3,
  "symbols": ["Ir", "C", "P", "C", "C", "C", "C", "C", "C", "C", "P", "C", "C", "H", "H", "H", "H", "H", "H", "H", "H", "H", "H", "H", "H", "H", "H", "H", "H", "Cl", "C", "C", "Cl", "C", "Cl", "C", "O", "C", "Cl", "C", "Cl"],
  "positions_angstrom": [[-0.22300, 0.29450, 0.27550], [3.17980, 0.70640, -1.22730], [2.16780, -0.16270, 0.00360], [2.72590, -1.90260, -0.01630], [2.70790, 0.41280, 1.67060], [3.98980, 0.93380, 1.82090], [4.49130, 1.18590, 3.09120], [3.69710, 0.99390, 4.21340], [2.39740, 0.52870, 4.06880], [1.89040, 0.24770, 2.80500], [0.15390, -0.31840, 2.64050], [-0.84310, 0.55750, 3.88160], [0.21550, -2.05240, 3.19540], [4.22920, 0.42850, -1.13360], [3.06490, 1.78410, -1.11780], [2.85050, 0.42040, -2.22730], [3.76690, -1.94920, 0.31010], [2.65650, -2.30400, -1.02660], [2.12430, -2.52360, 0.64540], [4.62130, 1.10780, 0.96350], [5.51780, 1.50840, 3.19970], [4.07790, 1.23440, 5.19560], [1.77090, 0.41060, 4.93910], [-0.54500, 0.29640, 4.89710], [-1.88450, 0.26130, 3.74970], [-0.75590, 1.63350, 3.73310], [0.57600, -2.08790, 4.22500], [0.87920, -2.64100, 2.56580], [-0.78250, -2.48710, 3.15430], [-5.66110, 4.84750, -1.42400], [-4.21700, 4.16550, -0.88700], [-3.99480, 2.76120, -1.03550], [-5.19740, 1.79100, -1.73440], [-2.79520, 2.21190, -0.58550], [-2.48600, 0.53510, -0.73580], [-1.75420, 2.99160, 0.01180], [-0.67860, 2.49500, 0.43270], [-1.99370, 4.41710, 0.12220], [-0.75270, 5.37250, 0.75030], [-3.21760, 4.97740, -0.28590], [-3.50270, 6.63320, -0.03700]],
  "forces_ev_per_angstrom": [[-0.739, 0.891, 0.346], [-0.939, 0.144, -0.342], [0.569, 0.861, 2.427], [-0.796, -0.088, -0.459], [-0.091, 0.184, -0.370], [-0.110, -0.422, 0.127], [0.030, 0.002, 0.140], [0.102, 0.018, -0.146], [-0.148, 0.091, -0.154], [-0.316, 0.016, -0.485], [1.979, 0.719, -0.049], [-0.453, 0.190, -0.961], [-0.743, -0.098, -0.974], [-0.039, -0.186, 0.221], [0.020, 0.011, 0.036], [0.022, 0.002, -0.054], [-0.016, 0.310, 0.042], [-0.015, -0.074, -0.057], [0.023, -0.006, 0.018], [0.098, -0.013, -0.039], [-0.040, 0.180, 0.026], [0.036, -0.083, 0.048], [0.003, 0.014, 0.185], [0.233, -0.191, -0.110], [-0.085, 0.022, 0.089], [0.023, 0.003, 0.028], [0.053, 0.323, 0.008], [0.048, -0.003, 0.024], [-0.045, -0.139, 0.085], [0.589, -0.299, 0.225], [-0.147, 0.828, 0.101], [0.521, -1.030, 0.090], [0.367, 0.118, 0.159], [-0.531, 1.382, -0.017], [0.267, -0.704, 0.174], [-2.182, 0.070, -1.031], [2.494, -2.937, 0.661], [-0.539, 0.496, -0.169], [-0.132, -0.152, 0.002], [0.589, -0.224, 0.285], [0.043, -0.225, -0.133]]
}

Record 3
{
  "formula": "C33H35BeClN7O6P2S2",
  "method": "ωB97M-V/def2-TZVPD",
  "homo_lumo_gap_ev": 6.856,
  "total_charge": -1,
  "e_above_lowest_kj_mol": 94.98,
  "symbols": ["Be", "C", "N", "C", "N", "C", "N", "C", "P", "C", "C", "H", "H", "H", "H", "H", "H", "H", "H", "H", "H", "H", "H", "N", "P", "C", "C", "C", "C", "C", "C", "C", "C", "C", "C", "C", "C", "C", "C", "C", "C", "C", "C", "H", "H", "H", "H", "H", "H", "H", "H", "H", "H", "H", "H", "H", "H", "H", "O", "Cl", "O", "O", "O", "N", "C", "C", "C", "C", "C", "C", "S", "O", "O", "N", "C", "S", "C", "C", "N", "H", "H", "H", "H", "H", "H", "H", "H"],
  "positions_angstrom": [[-1.08869, 1.55869, -0.07970], [1.40814, -2.26946, 7.48240], [2.11174, -3.22170, 6.63031], [1.16957, -4.16788, 5.97844], [0.03487, -3.47877, 5.31283], [-0.58277, -2.46075, 6.19818], [0.39926, -1.55604, 6.73982], [0.88341, -0.60254, 5.76332], [1.84372, -1.54827, 4.38275], [2.88976, -2.57411, 5.56775], [0.46185, -2.78947, 4.12020], [2.06409, -1.52587, 7.90558], [0.80501, -2.76543, 8.24738], [0.73370, -4.83865, 6.70514], [1.72535, -4.77279, 5.29796], [-1.12865, -2.95951, 7.01875], [-1.29272, -1.83537, 5.61453], [1.56037, 0.12694, 6.19081], [0.08854, -0.10518, 5.21363], [3.58838, -1.86661, 6.07441], [3.50825, -3.25153, 4.99430], [0.90261, -3.48048, 3.41762], [-0.39442, -2.25370, 3.72292], [0.06085, 0.94835, -0.86081], [1.47135, 0.91558, -1.43888], [1.92476, -0.64928, -2.13237], [1.97977, -1.78852, -1.32064], [2.80699, -2.90090, -1.64242], [3.30643, -2.96303, -2.87546], [3.04020, -1.90352, -3.79625], [2.51299, -0.73278, -3.41209], [1.76161, 2.22199, -2.65814], [3.03985, 2.45927, -3.06598], [3.31057, 3.61737, -3.78376], [2.33439, 4.49513, -4.17990], [1.03433, 4.28807, -3.71194], [0.83787, 3.21388, -2.87115], [2.59018, 1.25900, -0.03162], [3.42024, 0.26692, 0.53804], [4.13079, 0.54084, 1.71490], [4.15366, 1.83732, 2.21966], [3.42543, 2.80765, 1.54697], [2.51394, 2.49076, 0.54655], [1.26618, -1.75056, -0.46469], [2.93271, -3.69916, -0.94620], [3.73391, -3.88635, -3.16181], [3.36709, -1.94912, -4.83648], [2.36233, 0.08943, -4.09582], [3.89740, 1.83239, -2.75371], [4.31858, 3.84633, -4.10211], [2.55470, 5.31347, -4.83165], [0.17420, 4.94054, -3.80719], [-0.12196, 3.14980, -2.36110], [3.60639, -0.66564, 0.05572], [4.63210, -0.27102, 2.19841], [4.66602, 2.09144, 3.14878], [3.45327, 3.84035, 1.88848], [1.83241, 3.25178, 0.19072], [-3.28611, 3.63431, 1.19347], [-2.02098, 4.13030, 0.58134], [-2.16999, 4.26473, -0.83396], [-1.48763, 5.23872, 1.32399], [-0.89854, 3.03359, 0.74870], [-5.86837, 0.79774, -7.67441], [-5.40579, 0.43199, -6.40430], [-6.29064, -0.14420, -5.45105], [-5.80943, -0.75169, -4.32224], [-4.44993, -0.63398, -4.02942], [-3.61470, 0.03429, -4.89181], [-4.05369, 0.42600, -6.13971], [-3.81620, -1.47375, -2.64778], [-2.63431, -2.09139, -3.16777], [-4.79773, -2.36772, -2.01905], [-3.35154, -0.18845, -1.73958], [-3.07272, -0.27261, -0.52167], [-3.85360, -1.58658, 0.53621], [-3.49072, -0.55472, 1.86965], [-2.87544, 0.61093, 1.52551], [-2.46413, 0.70274, 0.22116], [-6.80273, 1.26293, -7.63746], [-5.20961, 1.16625, -8.36111], [-7.38705, -0.15089, -5.68452], [-6.42094, -1.26719, -3.59176], [-2.58789, 0.28061, -4.50077], [-3.37961, 0.80153, -6.91064], [-3.91844, -0.69623, 2.91680], [-2.60447, 1.44346, 2.20681]],
  "forces_ev_per_angstrom": [[0.225, 0.142, -0.248], [-0.941, -0.079, -1.193], [0.411, -1.391, -0.243], [-1.056, 1.655, 1.097], [-0.201, -0.279, 0.353], [0.056, -0.307, -0.157], [-1.105, 1.349, 0.540], [1.177, -1.273, -1.270], [-0.175, 0.710, 0.445], [-0.200, 1.622, 0.803], [1.014, 0.425, 0.080], [0.582, -0.045, 0.306], [0.673, -0.414, 0.250], [-0.043, -0.090, 0.525], [0.273, -0.288, -0.778], [0.272, 0.099, -0.249], [0.228, -0.713, 0.239], [-0.035, 0.234, 0.313], [-0.289, 0.171, 0.342], [-0.281, -0.330, -0.454], [0.019, -0.528, 0.066], [-0.387, -0.438, -0.520], [-0.013, -0.073, -0.561], [-0.341, 0.056, -0.183], [-2.427, 0.571, 1.574], [1.623, -1.000, -0.438], [-0.689, 0.466, 0.623], [-2.274, 1.570, 1.689], [-0.227, 1.088, -2.396], [1.827, -1.792, -0.941], [-1.442, 0.866, 1.132], [0.726, -0.433, 0.965], [1.859, 0.450, -0.353], [1.041, -0.187, -0.587], [-1.367, -0.024, 0.074], [0.486, -0.039, 0.606], [-1.968, -0.213, 0.103], [0.945, -2.235, -0.859], [0.333, 1.478, 0.395], [-0.575, 0.290, -0.553], [-0.100, -0.261, -0.121], [-0.766, 0.653, 0.748], [0.909, 1.088, 0.270], [1.138, -0.237, -0.221], [-0.070, -0.445, 0.371], [0.809, -0.567, -0.656], [0.062, -0.447, 0.258], [0.288, 0.024, -0.139], [-0.691, 0.190, -0.309], [0.195, -0.184, 0.070], [0.231, 0.452, -0.173], [0.372, 0.296, -0.447], [0.037, -0.289, -0.149], [-0.289, -0.502, -0.189], [0.391, -0.233, 0.270], [0.106, -0.099, -0.386], [-0.025, -0.162, 0.126], [-0.021, 0.003, -0.167], [2.450, 1.087, -1.128], [-0.428, -2.660, 1.979], [0.011, 0.854, 0.288], [-0.593, -0.159, -1.101], [-1.629, 0.465, -0.307], [-1.579, 0.647, 0.125], [-0.524, -1.145, -0.151], [-1.203, 0.491, -1.330], [0.573, 0.306, 0.504], [-1.628, -0.063, -0.146], [2.010, 0.211, 0.801], [0.253, 0.702, 0.017], [0.498, 0.053, 1.119], [0.656, -0.707, -0.003], [0.591, 1.370, -0.747], [-0.074, -0.399, -3.375], [-0.478, -0.416, 2.997], [0.824, 1.083, -0.211], [-0.598, 1.324, 2.587], [0.220, -0.783, 1.392], [-1.066, -0.530, -0.663], [1.432, -0.570, -0.429], [-0.414, 0.036, 0.730], [1.111, -0.079, 0.227], [-0.222, 0.015, -0.230], [-0.959, -0.630, -0.851], [0.028, 0.102, 0.408], [0.728, -0.107, -1.703], [-0.304, -0.849, -0.493]]
}

What is the formula in the third record?
C33H35BeClN7O6P2S2

Which formula does entry 1 have?
C30H38N2O6